Entry 1:
# C28H31INO11P

A 4-piece molecular cluster, C28H31INO11P overall (the ωB97M-V functional and the def2-TZVPD basis, OMol25).

Cartesian coordinates (Å):
1 C -3.40826 -1.09848 3.26329
2 C -2.75448 -2.47324 3.52412
3 C -2.43208 -3.28820 2.28995
4 I -4.02908 -3.35796 0.85615
5 C -1.14052 -2.76662 1.67334
6 O -0.96961 -1.62055 1.56617
7 O -0.22005 -3.70014 1.35284
8 C 0.42759 -3.48719 0.10128
9 C 1.47642 -2.36839 0.16234
10 C 2.72514 -2.63509 -0.70960
11 C 3.97335 -2.08358 -0.00610
12 C 4.10465 -0.58773 -0.04912
13 O 3.12640 0.06700 0.77740
14 C 2.72117 1.24799 0.30296
15 O 2.59642 2.13733 1.03954
16 P -0.77017 -3.34414 -1.33405
17 N -0.79941 -1.71147 -1.83290
18 O 0.11425 -4.08885 -2.55329
19 H -4.37881 -1.02360 3.73486
20 H -3.46529 -0.83842 2.21965
21 H -2.80504 -0.31157 3.71636
22 H -3.40875 -3.01598 4.19371
23 H -1.84792 -2.29180 4.09224
24 H -2.24158 -4.31228 2.58919
25 H 0.98897 -4.39637 -0.09984
26 H 1.04056 -1.43027 -0.15805
27 H 1.78488 -2.26284 1.19626
28 H 2.61821 -2.24363 -1.71435
29 H 2.85757 -3.71589 -0.75566
30 H 4.83907 -2.49209 -0.52671
31 H 4.01628 -2.47839 1.00207
32 H 5.09812 -0.33209 0.31337
33 H 4.05243 -0.21806 -1.07201
34 H 2.46211 1.37515 -0.75183
35 H -1.69571 -1.62115 -2.30590
36 H -0.08516 -1.55247 -2.54279
37 H 0.91180 -4.50663 -2.19916
38 O 2.79390 4.50237 4.88662
39 C 1.81988 3.85739 4.55971
40 C 0.44901 4.29688 4.92553
41 C -0.62019 3.59077 4.56875
42 C -0.48721 2.33415 3.79004
43 O -1.45909 1.68947 3.45779
44 C 0.88190 1.89525 3.42524
45 C 1.95084 2.60202 3.78061
46 H 0.37416 5.21609 5.49268
47 H -1.62772 3.89380 4.82446
48 H 0.95646 0.97759 2.85465
49 H 2.95672 2.30014 3.51959
50 O 2.61354 7.36663 -0.73262
51 C 3.07085 6.35378 -1.21539
52 C 2.84356 6.01044 -2.64230
53 C 3.34292 4.89721 -3.17163
54 C 4.14971 3.95410 -2.35946
55 O 4.60538 2.93691 -2.84306
56 C 4.37814 4.29614 -0.93638
57 C 3.87765 5.40780 -0.40496
58 H 2.25303 6.71206 -3.21757
59 H 3.18770 4.62736 -4.20856
60 H 4.96716 3.59572 -0.35848
61 H 4.03111 5.67381 0.63294
62 O -3.51357 -0.80074 -3.21766
63 C -4.45307 -1.43371 -3.65597
64 C -5.84829 -0.99270 -3.41613
65 C -6.88091 -1.68525 -3.88876
66 C -6.68059 -2.92748 -4.67654
67 O -7.62133 -3.55733 -5.10842
68 C -5.28304 -3.36772 -4.91540
69 C -4.25102 -2.67435 -4.44327
70 H -5.97316 -0.08539 -2.83898
71 H -7.90675 -1.38140 -3.72403
72 H -5.15662 -4.27577 -5.49086
73 H -3.22454 -2.97837 -4.60794

SMILES string: CC[C@@H](I)C(=O)O[C@H](CCCCOC=O)P(N)O.O=C1C=CC(=O)C=C1.O=C1C=CC(=O)C=C1.O=C1C=CC(=O)C=C1
E_LUMO (eV): -1.64
HOMO-LUMO gap (eV): 6.7
Total charge: 0
E (Eh): -2606.8930

Entry 2:
# C10H5Cl5O6Ru

C10H5Cl5O6Ru as an isolated structure (the ωB97M-V functional and the def2-TZVPD basis, OMol25).

Cartesian coordinates (Å):
1 Ru -0.19036 0.42358 -0.43410
2 O -0.42483 3.57671 -2.66173
3 C -0.49019 2.28858 -2.49073
4 O 0.47262 1.54748 -2.29568
5 C -1.88846 1.72363 -2.57701
6 O -1.94016 0.54948 -1.74604
7 C -3.10573 0.45982 -0.89796
8 C -2.81383 1.21018 0.39338
9 O -3.65156 1.73600 1.05383
10 O -1.50063 1.23408 0.68461
11 H 0.50109 3.88105 -2.66647
12 H -2.63249 2.46460 -2.28698
13 H -2.06239 1.41091 -3.60949
14 H -3.99259 0.84342 -1.39508
15 H -3.24232 -0.59922 -0.67806
16 Cl 3.01057 -4.34726 3.52399
17 C 2.58314 -2.99560 2.57321
18 C 1.38597 -2.99897 1.86679
19 Cl 0.30728 -4.32573 1.89665
20 C 1.08320 -1.87944 1.11259
21 Cl -0.37758 -1.80672 0.14006
22 C 1.89149 -0.76383 1.02082
23 O 1.53227 0.29695 0.26785
24 C 3.09622 -0.77274 1.72665
25 Cl 4.10877 0.60265 1.61715
26 C 3.43605 -1.87929 2.49649
27 Cl 4.90447 -1.88031 3.36525

E_LUMO (alpha / beta) (eV): -5.38 / -5.45
HOMO-LUMO gap (alpha / beta) (eV): 6.7 / 6.7
ΔE to the lowest compared entry with this formula, charge and spin (eV): 0.763
Total charge: +1
Multiplicity: 2
E (Eh): -3231.0635

Entry 3:
# C23H30MoN3O5S2Si

C23H30MoN3O5S2Si as an isolated structure (the ωB97M-V functional and the def2-TZVPD basis, OMol25).

Cartesian coordinates (Å):
1 Mo 0.69272 0.24637 0.31923
2 N 0.88955 -1.43817 1.73789
3 C -0.06779 -1.43696 2.89682
4 C -1.51370 -1.60148 2.46132
5 C -2.03705 -0.64910 1.42464
6 O -3.12250 -0.52407 1.00243
7 O -1.00520 0.21901 0.91213
8 H 0.77651 -2.30568 1.21071
9 H 1.83261 -1.48418 2.12736
10 H 0.08735 -0.51737 3.45805
11 H 0.19172 -2.27317 3.54572
12 H -2.16784 -1.48310 3.32904
13 H -1.71275 -2.61233 2.09275
14 N -2.68993 -0.87061 -4.35184
15 C -3.61571 0.09205 -3.61114
16 C -3.16472 0.29301 -2.16554
17 N -2.12347 1.29502 -1.94241
18 H -2.58147 -0.61300 -5.33556
19 H -3.06204 -1.82269 -4.33572
20 H -1.75596 -0.89996 -3.92879
21 H -4.61276 -0.33926 -3.66369
22 H -3.61290 1.02290 -4.17414
23 H -2.83521 -0.67120 -1.76259
24 H -4.04338 0.56227 -1.58216
25 H -2.53324 2.22116 -1.88526
26 H -1.46427 1.33051 -2.71229
27 C 6.03450 2.82132 -2.11232
28 C 5.98750 2.03853 -0.96388
29 C 4.79226 1.85892 -0.29197
30 C 3.62749 2.46951 -0.76152
31 C 3.68471 3.26479 -1.92018
32 C 4.88463 3.43231 -2.59134
33 Si 1.91094 2.37112 -0.16331
34 C 0.83545 3.82850 -0.03949
35 C 1.47987 5.07129 -0.03103
36 C 0.73564 6.23654 0.09188
37 C -0.64320 6.16545 0.21633
38 C -1.29037 4.93023 0.22219
39 C -0.55796 3.76623 0.09715
40 C 1.68340 1.22789 1.93781
41 C 2.98631 0.89384 2.34253
42 C 3.54231 1.47022 3.47643
43 C 2.81228 2.38364 4.22219
44 C 1.52179 2.72661 3.82992
45 C 0.96456 2.17993 2.68717
46 H 6.97367 2.95974 -2.63103
47 H 6.89004 1.57443 -0.59015
48 H 4.78550 1.26616 0.60893
49 H 2.79566 3.75229 -2.30855
50 H 4.92047 4.04124 -3.48429
51 H 2.55891 5.13706 -0.10715
52 H 1.23443 7.19609 0.09657
53 H -1.22209 7.07414 0.31452
54 H -2.36583 4.88785 0.33411
55 H -1.07693 2.81256 0.09505
56 H 3.56994 0.16687 1.79069
57 H 4.54600 1.19765 3.77531
58 H 3.24504 2.83056 5.10715
59 H 0.94720 3.43492 4.41216
60 H -0.03418 2.47896 2.39555
61 O 2.26846 0.21005 -3.42018
62 S 1.40300 -0.05113 -2.34375
63 O 1.03252 1.25946 -1.48642
64 O 0.14135 -0.72016 -2.51426
65 S 2.36394 -0.99390 -0.75256

E_LUMO (alpha / beta) (eV): -11.02 / -11.02
HOMO-LUMO gap (alpha / beta) (eV): 5.9 / 5.9
ΔE to the lowest compared entry with this formula, charge and spin (eV): 1.558
Total charge: +3
E (Eh): -2588.0219

Entry 4:
# C7H7F

One molecule with the formula C7H7F (the ωB97M-V functional and the def2-TZVPD basis, OMol25).

Cartesian coordinates (Å):
1 C 2.61813 -0.59711 -0.05400
2 C 1.51989 -1.11757 -0.01948
3 C 0.25260 -1.77144 0.04593
4 C -0.90669 -1.11614 -0.04841
5 F -2.01500 -1.91896 -0.04936
6 C -1.26457 0.33665 -0.07491
7 C -0.46435 1.30068 0.76263
8 C -0.38263 1.36519 -0.72857
9 H 3.60498 -0.22049 -0.02456
10 H 0.22675 -2.85588 0.16371
11 H -2.34462 0.46978 -0.08987
12 H 0.44432 0.91042 1.23674
13 H -0.99045 2.10850 1.29448
14 H 0.50899 0.88064 -1.16849
15 H -0.80736 2.22574 -1.24586

SMILES string: C#C/C=C(/F)C1CC1
E_LUMO (eV): 1.09
HOMO-LUMO gap (eV): 9.9
ΔE to the lowest compared entry with this formula, charge and spin (eV): 2.874
Total charge: 0
E (Eh): -370.6768

Entry 5:
# C4H8NO2

An isolated ion of composition C4H8NO2 and charge -1 (the ωB97M-V functional and the def2-TZVPD basis, OMol25).

Cartesian coordinates (Å):
1 O -1.39003 1.97813 -1.23841
2 C -0.42730 1.08625 -1.07122
3 C 0.84783 1.11964 -0.27952
4 C 0.61323 0.52077 1.05504
5 N 0.17669 -0.95790 0.86905
6 C -0.89696 -1.62562 -0.05664
7 O -0.50385 -2.22244 -1.14007
8 H -0.73568 0.25667 -1.63763
9 H 1.26813 2.22587 -0.07784
10 H 1.64913 0.53364 -0.85616
11 H 1.59697 0.61178 1.62340
12 H -0.15535 1.04533 1.53998
13 H 1.08305 -1.48869 0.80807
14 H -1.73655 -0.77855 -0.09640
15 H -1.38929 -2.30489 0.55835

SMILES string: O=CCCNC[O-]
E_LUMO (eV): 3.90
HOMO-LUMO gap (eV): 6.7
ΔE to the lowest compared entry with this formula, charge and spin (eV): 4.454
Total charge: -1
E (Eh): -362.3606

The highest E belongs to which entry? C4H8NO2

What is the formula in the fifth record? C4H8NO2